No. 1
Here is a 2-piece molecular cluster, C9H13NO overall from the OMol25 dataset. Energies are from ωB97M-V/def2-TZVPD.

Geometry as XYZ:
```
24
Properties=species:S:1:pos:R:3:forces:R:3
O -1.383 1.727 1.101 -0.081 0.154 -0.117
C -0.286 1.045 0.643 -0.154 -0.015 0.112
C 0.479 0.293 1.424 0.102 -0.098 0.095
C 1.676 -0.457 0.926 0.009 -0.033 -0.139
C 1.712 -0.507 -0.600 0.215 0.158 0.110
C 1.390 0.867 -1.179 -0.190 -0.204 -0.053
C -0.045 1.241 -0.822 0.002 0.102 0.088
H -1.501 1.547 2.042 0.034 -0.046 -0.077
H 0.262 0.212 2.482 -0.128 0.074 0.128
H 1.665 -1.472 1.332 0.076 -0.001 0.016
H 2.584 0.026 1.305 0.053 -0.085 -0.013
H 0.968 -1.221 -0.956 -0.023 -0.101 -0.057
H 2.694 -0.843 -0.936 -0.029 -0.070 -0.034
H 2.077 1.606 -0.765 0.048 0.063 -0.019
H 1.510 0.862 -2.263 0.045 0.053 -0.025
H -0.260 2.281 -1.075 -0.030 0.000 -0.009
H -0.749 0.617 -1.384 -0.033 0.062 0.000
C -2.587 -2.167 0.114 0.046 0.070 0.077
C -3.234 -1.034 0.002 0.291 -0.703 -0.004
C -3.902 0.021 -0.199 -0.051 0.594 0.021
N -4.588 0.998 -0.473 -0.541 0.102 -0.300
H -1.688 -2.248 0.711 0.120 0.033 0.084
H -2.918 -3.072 -0.380 -0.092 -0.029 -0.065
H -4.337 1.900 -0.081 0.311 -0.083 0.183
```
Positions in Å, forces in eV/Å.

Output
HOMO energy ... -0.3124 Eh
Kohn-Sham gap ... 8.58 eV
SMILES ... OC1=CCCCC1.C=C=C=N
LUMO level ... 0.08 eV

***

No. 2
Here is a 2-piece molecular cluster, CH5NOS2 overall at a distorted geometry from the OMol25 dataset. Energies are from ωB97M-V/def2-TZVPD.

Geometry as XYZ:
```
10
Properties=species:S:1:pos:R:3:forces:R:3
N 1.857 1.619 2.369 0.599 -0.229 -1.274
C 2.427 0.826 1.374 0.102 0.137 -1.491
O 2.538 1.060 0.149 -0.680 -0.013 3.500
H 1.585 2.557 2.049 0.166 -0.618 0.717
H 1.990 1.381 3.369 -0.188 0.438 -1.388
H 2.776 -0.145 1.780 -0.033 0.268 -0.047
S -1.630 -1.927 -0.920 -2.962 0.493 -2.188
S -1.669 0.238 -1.136 0.313 -1.055 0.476
H -0.637 -1.751 -0.209 2.983 -0.133 2.037
H -0.784 0.227 -0.113 -0.300 0.712 -0.342
```
Positions in Å, forces in eV/Å.

Output
HOMO energy ... -0.3145 Eh
Kohn-Sham gap ... 8.59 eV
SMILES ... NC=O.SS
LUMO level ... 0.03 eV

***

No. 3
Here is a 2-piece molecular cluster, C2H8S3 overall at a distorted geometry from the OMol25 dataset. Energies are from ωB97M-V/def2-TZVPD.

Geometry as XYZ:
```
13
Properties=species:S:1:pos:R:3:forces:R:3
C -0.234 -0.910 -0.755 2.510 -0.032 -0.455
S 1.510 -0.743 -0.071 -0.950 -0.689 -0.121
C 2.031 0.553 -1.168 -0.055 1.383 0.004
H -0.566 0.118 -0.780 -0.910 -0.210 0.189
H -0.049 -1.280 -1.762 -0.364 0.116 -0.150
H -0.759 -1.689 -0.225 -0.449 0.340 0.426
H 1.471 1.473 -0.953 0.007 -0.144 0.081
H 1.921 0.413 -2.245 0.087 -0.626 0.088
H 3.065 0.796 -0.934 0.102 -0.182 -0.096
S -2.010 1.193 1.616 -0.418 -0.242 0.872
S -1.894 -0.391 3.063 0.017 0.775 -0.639
H -3.231 1.657 2.012 0.502 -0.384 -0.203
H -1.256 -1.192 2.202 -0.078 -0.107 0.003
```
Positions in Å, forces in eV/Å.

Output
HOMO energy ... -0.3141 Eh
Kohn-Sham gap ... 8.60 eV
SMILES ... CSC.SS
LUMO level ... 0.05 eV

***

No. 4
Here is an isolated ion of composition C8H14NS and charge +1 at a distorted geometry from the OMol25 dataset. Energies are from ωB97M-V/def2-TZVPD.

Geometry as XYZ:
```
24
Properties=species:S:1:pos:R:3:forces:R:3
C 1.638 -1.438 -0.059 2.909 -1.943 -0.969
C 2.803 0.862 0.166 0.630 -0.450 0.363
C 0.717 -0.501 0.038 0.583 4.525 0.443
C -1.120 -2.037 0.129 -0.053 -3.448 2.137
C -1.331 -0.058 -1.487 1.117 -2.301 0.446
C -1.484 0.229 0.998 2.607 2.627 0.769
C 0.750 2.198 0.327 -0.325 4.055 -0.558
C -0.732 -0.632 0.013 -1.781 1.477 -3.197
N 1.480 1.043 0.150 -2.626 -5.097 -0.598
S 3.297 -0.756 -0.210 -1.898 -1.867 -0.166
H 1.421 -2.550 -0.265 0.716 2.081 0.532
H 3.590 1.560 0.253 0.207 0.938 0.239
H -0.566 -2.798 -0.427 0.017 0.491 -0.526
H -0.996 -2.478 1.206 -0.389 1.179 -1.548
H -2.151 -2.168 -0.152 -0.447 -0.009 0.052
H -1.094 0.948 -1.714 0.712 1.028 0.133
H -0.951 -0.710 -2.303 -0.282 0.392 0.506
H -2.418 -0.091 -1.475 -0.011 -0.415 0.419
H -0.679 0.331 1.759 -1.118 0.497 0.426
H -1.618 1.253 0.532 -0.268 -1.262 0.933
H -2.359 -0.114 1.502 -0.634 -0.689 -0.283
H 0.174 2.523 -0.586 0.112 -0.724 0.805
H 0.134 2.364 1.238 0.437 -0.765 -0.526
H 1.494 3.021 0.366 -0.217 -0.322 0.167
```
Positions in Å, forces in eV/Å.

Output
HOMO energy (spin up / spin down) ... -0.3839 / -0.5280 Eh
Spin multiplicity ... 3
Charge ... +1
Kohn-Sham gap (spin up / spin down) ... 7.21 / 6.26 eV
LUMO level (spin up / spin down) ... -3.24 / -8.11 eV

***

No. 5
Here is C32H38AsN2PRuS as an isolated structure from the OMol25 dataset. Energies are from ωB97M-V/def2-TZVPD.

Geometry as XYZ:
```
76
Properties=species:S:1:pos:R:3:forces:R:3
Ru 0.242 0.241 2.723 -0.216 0.203 -0.103
C -2.112 -1.247 3.678 -0.015 -0.040 0.004
C -2.413 0.165 4.113 0.009 0.080 -0.011
N -1.556 1.113 3.332 0.071 -0.152 -0.038
C -1.276 2.364 4.092 -0.063 0.059 -0.008
C -0.374 2.109 5.294 0.037 -0.080 -0.003
S 0.890 0.832 4.946 0.030 -0.145 -0.074
C 0.242 -0.651 5.818 0.056 0.082 0.016
C 0.057 -1.805 4.855 0.007 -0.078 -0.058
N -0.638 -1.430 3.583 0.081 -0.045 0.018
H -2.517 -1.441 2.684 -0.016 0.002 0.010
H -2.550 -1.971 4.368 -0.008 -0.004 -0.018
H -2.188 0.301 5.165 -0.034 0.025 0.034
H -3.466 0.412 3.975 -0.003 -0.020 0.015
H -2.077 1.373 2.498 0.056 0.031 0.066
H -2.216 2.815 4.422 0.018 0.022 -0.009
H -0.799 3.057 3.399 0.006 0.003 0.015
H -0.920 1.799 6.184 -0.001 0.005 -0.002
H 0.168 3.015 5.559 -0.031 0.021 -0.005
H -0.670 -0.375 6.340 -0.008 -0.001 0.022
H 0.977 -0.923 6.575 -0.007 -0.002 0.004
H -0.485 -2.617 5.347 -0.007 0.002 -0.003
H 1.032 -2.196 4.561 -0.008 0.001 0.001
H -0.489 -2.219 2.952 0.004 0.041 0.038
C -0.365 -0.031 -1.208 0.106 -0.106 -0.070
C -0.039 1.429 -1.561 0.089 0.147 0.149
As -0.264 1.633 -3.482 -0.085 -0.464 0.164
C -1.932 1.778 -4.172 0.125 0.206 -0.016
C -2.061 2.046 -5.563 -0.221 -0.020 -0.074
C -3.320 2.228 -6.085 0.139 -0.021 -0.011
C -4.434 2.167 -5.243 -0.025 0.013 -0.075
C -4.306 1.940 -3.865 0.092 -0.041 0.193
C -3.062 1.762 -3.313 -0.187 0.065 -0.130
C 1.143 1.124 -4.535 -0.103 0.174 -0.035
C 0.872 0.338 -5.680 0.197 0.085 -0.164
C 1.933 -0.032 -6.478 -0.137 0.001 0.035
C 3.221 0.413 -6.174 0.065 0.007 -0.024
C 3.478 1.206 -5.051 -0.025 0.049 0.068
C 2.447 1.564 -4.213 0.105 -0.153 -0.062
P 0.161 -0.569 0.506 0.010 0.267 0.478
C 1.881 -0.053 0.721 0.200 -0.113 -0.097
C 2.033 1.051 1.589 -0.138 0.319 0.007
C 3.293 1.531 1.946 0.114 -0.098 0.006
C 4.414 0.881 1.460 -0.042 0.016 0.031
C 4.282 -0.227 0.619 0.000 -0.035 -0.026
C 3.034 -0.705 0.263 -0.014 -0.027 0.052
C 0.066 -2.363 0.426 -0.033 -0.047 -0.159
C -0.985 -2.993 -0.247 0.036 -0.001 0.007
C -1.117 -4.373 -0.196 -0.007 -0.001 -0.001
C -0.210 -5.133 0.530 -0.011 0.007 -0.002
C 0.831 -4.513 1.211 0.029 -0.017 0.026
C 0.971 -3.134 1.167 0.002 -0.013 -0.016
H 0.176 -0.716 -1.870 -0.056 -0.015 -0.001
H -1.430 -0.242 -1.314 0.000 0.030 -0.013
H 1.009 1.663 -1.362 0.016 0.011 -0.032
H -0.660 2.163 -1.050 -0.049 -0.015 -0.042
H -1.194 2.136 -6.204 0.037 -0.004 0.030
H -3.439 2.434 -7.140 -0.048 0.010 0.004
H -5.421 2.319 -5.664 -0.010 0.004 0.009
H -5.184 1.917 -3.234 -0.033 0.003 -0.045
H -2.957 1.606 -2.248 0.024 -0.012 -0.001
H -0.129 -0.001 -5.912 -0.002 -0.007 0.023
H 1.761 -0.659 -7.343 0.032 -0.007 -0.003
H 4.041 0.139 -6.825 0.003 -0.005 -0.002
H 4.484 1.550 -4.848 0.008 -0.013 -0.021
H 2.639 2.195 -3.354 -0.022 -0.006 0.013
H 1.173 1.756 1.847 -0.113 -0.203 -0.104
H 3.390 2.390 2.598 0.003 0.012 -0.023
H 5.401 1.228 1.737 -0.010 0.011 0.008
H 5.170 -0.719 0.244 0.001 -0.003 0.021
H 2.949 -1.581 -0.369 -0.003 0.008 -0.002
H -1.712 -2.423 -0.813 -0.004 -0.005 0.004
H -1.928 -4.856 -0.725 0.001 -0.002 0.006
H -0.312 -6.210 0.563 0.002 0.000 0.000
H 1.543 -5.108 1.767 -0.004 0.004 -0.001
H 1.801 -2.668 1.686 -0.010 -0.005 0.006
```
Positions in Å, forces in eV/Å.

Output
HOMO energy ... -0.6910 Eh
Charge ... +4
Kohn-Sham gap ... 4.85 eV
LUMO level ... -13.95 eV

***

No. 6
Here is a 8-piece molecular cluster, C5H27NO8 overall at a distorted geometry from the OMol25 dataset. Energies are from ωB97M-V/def2-TZVPD.

Geometry as XYZ:
```
41
Properties=species:S:1:pos:R:3:forces:R:3
C -0.059 -2.907 1.140 1.917 -0.463 1.137
C -0.960 -2.245 0.156 -1.091 -0.423 1.346
C -0.595 -2.526 -1.312 -0.915 0.362 -2.157
O 0.555 -1.947 -1.959 1.021 1.815 2.380
N -1.103 -0.867 0.589 0.763 2.810 0.677
C -1.808 0.038 -0.322 0.266 0.041 1.314
C 0.049 -0.035 1.129 2.537 -3.690 0.176
H 0.941 -2.433 1.140 -0.360 -0.254 0.009
H 0.133 -3.895 0.783 0.034 -0.967 -0.021
H -0.378 -2.983 2.223 -0.096 0.371 -1.364
H -1.960 -2.765 0.436 1.060 0.895 -1.357
H -1.381 -2.173 -2.028 -0.234 -0.447 1.115
H -0.487 -3.591 -1.528 -0.242 -0.118 0.598
H 0.954 -1.249 -1.346 -0.287 -1.412 -1.176
H -1.263 0.044 -1.276 -0.811 0.286 -0.183
H -1.770 1.032 0.180 -0.147 -0.534 -0.797
H -2.853 -0.266 -0.275 -0.122 0.046 -1.007
H 0.878 0.284 0.404 -1.674 0.053 0.494
H -0.255 0.704 1.829 -0.759 0.987 -0.104
H 0.704 -0.689 1.816 -1.087 0.790 -0.928
O -0.662 0.756 -3.995 -3.576 -2.719 -4.816
H -0.309 0.070 -3.554 2.439 -2.649 3.030
H -0.625 1.617 -3.856 1.225 5.356 1.884
O 3.943 1.896 0.171 -2.384 1.394 1.693
H 3.395 2.157 1.021 1.499 -0.692 -2.349
H 3.374 2.305 -0.530 0.726 -0.168 0.723
O 2.861 -0.495 -0.479 -3.114 -1.876 -1.235
H 3.663 -0.928 -0.349 2.094 -0.702 0.348
H 2.917 0.395 -0.237 1.021 2.103 0.744
O -3.183 0.001 2.613 2.358 -0.756 -0.225
H -2.473 -0.497 2.033 -1.468 1.210 1.415
H -2.689 0.295 3.425 -0.698 -0.534 -1.287
O 1.258 3.372 -0.328 0.712 2.867 2.298
H 1.372 4.122 0.400 -0.261 -2.195 -2.547
H 0.818 2.714 0.200 -0.426 -0.769 0.221
O 1.991 1.957 2.578 2.878 -0.771 2.196
H 2.752 1.420 3.041 -2.162 0.812 -1.585
H 2.070 2.721 3.183 -0.587 -0.007 -0.564
O -3.380 1.818 -2.418 0.068 5.481 -2.005
H -2.586 1.522 -2.759 2.167 -1.664 -0.818
H -3.849 1.247 -1.938 -2.282 -3.867 2.724
```
Positions in Å, forces in eV/Å.

Output
HOMO energy ... -0.3299 Eh
Kohn-Sham gap ... 8.52 eV
SMILES ... C[C@H](CO)N(C)C.O.O.O.O.O.O.O
LUMO level ... -0.45 eV

***

No. 7
Here is C6H13N3PS as an isolated structure at a distorted geometry from the OMol25 dataset. Energies are from ωB97M-V/def2-TZVPD.

Geometry as XYZ:
```
24
Properties=species:S:1:pos:R:3:forces:R:3
C -0.480 -0.425 -0.702 0.150 -0.801 2.403
C 2.600 -0.769 -0.068 0.071 -2.170 -0.628
C -0.773 -1.807 1.393 -1.827 1.166 0.653
C -2.756 -1.263 -1.362 -1.728 -2.496 2.676
C 2.838 1.738 -1.139 2.717 -0.988 2.895
C 1.352 1.370 1.433 1.435 0.601 -2.246
N 0.446 0.400 -1.272 1.529 1.277 0.099
N -0.055 -0.996 0.417 0.897 -0.603 -0.377
N -1.709 -0.383 -1.249 3.125 1.679 -0.098
P 1.655 0.735 -0.252 -1.199 0.638 0.106
S 3.260 -2.048 -0.525 -0.287 0.860 0.627
H -1.601 -1.163 1.847 0.819 -0.620 -0.440
H -1.336 -2.601 0.889 0.464 -0.377 0.450
H -0.205 -2.152 2.323 -0.205 0.325 -1.835
H -2.821 -2.111 -0.590 0.242 1.578 -0.822
H -2.848 -1.744 -2.286 0.035 -0.570 -1.648
H -3.525 -0.555 -1.213 -2.172 -0.321 0.065
H 3.532 2.322 -0.400 -1.583 -0.671 -1.659
H 3.469 1.082 -1.728 0.321 -0.268 0.072
H 2.292 2.202 -1.865 -1.389 2.263 -1.601
H 0.566 0.781 1.687 -2.647 -1.229 1.203
H 2.099 1.291 2.173 1.315 -0.357 0.471
H 1.126 2.401 1.318 -0.530 0.970 -0.077
H -1.872 0.457 -1.775 0.445 0.116 -0.287
```
Positions in Å, forces in eV/Å.

Output
HOMO energy (spin up / spin down) ... -0.4374 / -0.4374 Eh
Charge ... +1
Kohn-Sham gap (spin up / spin down) ... 5.97 / 5.97 eV
LUMO level (spin up / spin down) ... -5.93 / -5.93 eV